Entry one
Computed, not measured: a cluster of 7 separate species, C5H27N2O7 in total, with ωB97M-V/def2-TZVPD.

Last column: Mulliken charge in e.
Geometry (Å):
N: 0.471 0.442 1.017  -0.02
C: 0.529 0.829 -0.456  -0.20
C: -0.713 1.676 -0.897  0.05
C: -2.075 1.026 -0.559  -1.29
O: -0.556 2.892 -0.087  -0.57
C: 0.975 -0.235 -1.386  -0.94
N: 0.074 -0.709 -2.492  -0.23
C: 0.914 -1.568 -3.390  -1.04
H: -0.184 -0.392 1.197  0.18
H: -0.007 1.346 1.427  0.59
H: 1.409 0.227 1.379  0.39
H: 1.316 1.551 -0.397  0.36
H: -0.594 2.053 -1.964  0.33
H: -2.438 0.297 -1.190  0.36
H: -2.781 1.869 -0.407  0.40
H: -2.060 0.713 0.491  0.30
H: -1.252 3.521 0.170  0.34
H: 1.513 -1.098 -0.886  0.34
H: 2.001 0.136 -1.933  0.46
H: -0.716 -1.280 -2.152  0.21
H: 1.426 -2.366 -2.921  0.33
H: 0.184 -1.879 -4.076  0.43
H: 1.572 -0.910 -3.981  0.36
H: 2.761 -0.044 3.497  0.29
H: 3.480 0.719 2.350  0.42
O: 2.839 -0.026 2.542  -0.75
H: 0.792 3.288 3.003  0.32
H: 0.347 3.672 1.621  0.29
O: 0.858 2.928 2.019  -0.61
H: 4.925 2.310 1.891  0.35
H: 3.468 2.740 2.096  0.33
O: 4.168 2.216 2.468  -0.69
H: -2.992 -4.961 -1.096  0.33
H: -2.428 -4.833 0.234  0.31
O: -2.448 -4.347 -0.559  -0.66
H: -2.898 -2.765 -0.522  0.42
H: -3.980 -1.685 -0.610  0.27
O: -3.086 -1.761 -0.319  -0.66
H: -2.223 -1.755 1.120  0.33
H: -1.276 -2.226 2.221  0.25
O: -1.313 -1.612 1.535  -0.66

Summary:
- HOMO (Eh) = -0.4325
- net charge = +1

Entry two
Computed, not measured: a cluster of 7 separate species, C5H27N2O7 in total, with ωB97M-V/def2-TZVPD.

Last column: Mulliken charge in e.
Geometry (Å):
N: -0.707 1.579 0.447  0.08
C: 0.650 1.502 1.068  -1.02
C: 1.061 0.072 1.535  -0.33
N: -0.004 -0.946 1.567  -0.10
C: 0.276 -1.816 2.703  -1.17
C: -0.053 -1.777 0.356  -0.60
C: -1.468 -2.245 0.149  -0.66
O: -2.161 -1.010 -0.300  -0.55
H: -1.246 2.197 1.072  0.52
H: -1.123 0.644 0.313  0.26
H: -0.699 2.082 -0.427  0.24
H: 0.816 2.159 1.920  0.41
H: 1.423 1.755 0.357  0.38
H: 1.879 -0.218 0.872  0.05
H: 1.466 0.109 2.540  0.74
H: 1.176 -2.441 2.637  0.40
H: 0.231 -1.312 3.662  0.41
H: -0.452 -2.641 2.749  0.32
H: 0.751 -2.525 0.343  0.55
H: 0.176 -1.096 -0.463  0.19
H: -1.570 -3.004 -0.621  0.32
H: -2.020 -2.426 1.070  0.37
H: -3.007 -1.004 0.157  0.28
H: 4.591 -0.593 1.212  0.29
H: 4.559 -1.842 0.351  0.31
O: 4.407 -0.893 0.323  -0.63
H: -3.565 2.560 2.128  0.29
H: -3.642 2.045 0.717  0.32
O: -3.044 2.076 1.474  -0.65
H: -0.876 2.833 -3.288  0.27
H: -1.290 1.608 -4.271  0.31
O: -1.168 1.931 -3.380  -0.59
H: 0.492 0.526 -2.334  0.23
H: 1.742 0.543 -1.576  0.26
O: 0.815 0.862 -1.488  -0.47
H: 3.885 -0.280 -2.955  0.27
H: 3.725 -0.134 -1.424  0.31
O: 3.233 -0.174 -2.257  -0.64
H: -3.154 -0.246 -1.913  0.36
H: -2.694 0.922 -2.776  0.32
O: -3.412 0.617 -2.250  -0.62

Summary:
- HOMO (Eh) = -0.4471
- net charge = +1

Among the structures shown above, entry two is the most stable, with the second-best lying 60.1 kJ/mol higher.